{"formula": "C39H93N3O27S9", "method": "wB97M-V/def2-TZVPD", "symbols": ["O", "S", "O", "O", "C", "C", "C", "H", "H", "H", "H", "H", "H", "H", "H", "O", "S", "O", "O", "C", "C", "C", "H", "H", "H", "H", "H", "H", "H", "H", "O", "S", "O", "O", "C", "C", "C", "H", "H", "H", "H", "H", "H", "H", "H", "O", "S", "O", "O", "C", "C", "C", "H", "H", "H", "H", "H", "H", "H", "H", "O", "S", "O", "O", "C", "C", "C", "H", "H", "H", "H", "H", "H", "H", "H", "O", "S", "O", "O", "C", "C", "C", "H", "H", "H", "H", "H", "H", "H", "H", "O", "S", "O", "O", "C", "C", "C", "H", "H", "H", "H", "H", "H", "H", "H", "O", "S", "O", "O", "C", "C", "C", "H", "H", "H", "H", "H", "H", "H", "H", "O", "S", "O", "O", "C", "C", "C", "H", "H", "H", "H", "H", "H", "H", "H", "C", "C", "C", "C", "N", "H", "H", "H", "H", "H", "H", "H", "C", "C", "C", "C", "N", "H", "H", "H", "H", "H", "H", "H", "C", "C", "C", "C", "N", "H", "H", "H", "H", "H", "H", "H"], "positions_angstrom": [[4.953804, 2.982701, 4.645961], [3.975437, 2.300637, 5.449308], [4.353504, 1.633357, 6.670688], [2.835722, 3.372791, 5.845410], [1.995012, 3.145209, 7.002161], [0.903496, 4.169214, 7.059437], [3.169254, 1.179679, 4.329732], [2.625364, 3.170230, 7.908454], [1.571422, 2.110232, 6.937497], [1.264718, 5.222795, 7.093371], [0.351162, 3.918795, 7.928632], [0.238956, 4.153061, 6.175265], [3.898565, 0.503247, 3.873196], [2.644990, 1.700646, 3.520957], [2.464703, 0.562033, 4.896875], [-2.101447, 6.169590, -4.402514], [-1.898771, 4.776375, -4.079766], [-1.857114, 4.441677, -2.652085], [-3.009105, 3.903767, -4.835237], [-4.079164, 4.497066, -5.536258], [-4.981465, 5.417392, -4.724762], [-0.505299, 4.139390, -4.885553], [-4.624548, 3.739830, -6.086742], [-3.687141, 5.155089, -6.303040], [-5.919209, 5.493053, -5.270926], [-4.503642, 6.416279, -4.684620], [-5.193019, 5.123145, -3.698933], [-0.551701, 3.050259, -4.776412], [0.358960, 4.512437, -4.400262], [-0.561533, 4.490746, -5.908444], [5.816685, 5.999518, 1.211683], [4.365109, 6.012811, 1.056940], [3.574489, 7.184060, 0.926276], [4.054512, 5.078369, -0.235335], [2.826571, 5.503232, -0.982825], [2.522307, 4.276002, -1.766046], [3.664004, 5.159032, 2.517233], [3.067956, 6.369923, -1.604178], [2.058711, 5.844491, -0.332954], [3.358440, 3.912373, -2.430089], [1.694044, 4.485479, -2.440522], [2.204483, 3.520100, -1.083908], [4.070884, 5.697099, 3.377361], [4.069537, 4.157770, 2.424698], [2.590937, 5.122669, 2.395614], [4.126272, 1.922816, 1.348319], [5.459086, 1.345506, 1.365725], [5.572888, 0.064404, 1.958277], [5.951348, 1.192523, -0.080333], [5.740438, 2.286859, -1.015251], [5.207938, 1.740680, -2.267270], [6.568503, 2.492541, 2.033394], [6.673157, 2.817248, -1.226315], [5.095322, 3.047257, -0.614148], [5.703794, 0.824279, -2.592450], [5.330553, 2.517874, -3.022681], [4.144815, 1.596433, -2.166498], [7.593030, 2.221460, 1.916577], [6.327435, 2.712980, 3.066986], [6.444653, 3.401171, 1.445822], [-4.035703, -6.324660, 2.313168], [-2.935706, -5.834206, 3.117634], [-2.183378, -6.744061, 3.968133], [-1.805333, -5.191551, 2.179462], [-2.060330, -4.382455, 0.971616], [-1.320270, -3.074358, 1.189715], [-3.642049, -4.476135, 4.156994], [-3.133547, -4.315610, 0.915212], [-1.718022, -4.969055, 0.077760], [-0.326975, -3.275008, 1.505605], [-1.824880, -2.480212, 1.941296], [-1.199204, -2.505793, 0.278884], [-2.759779, -4.015998, 4.626692], [-4.324160, -4.920498, 4.858337], [-4.084379, -3.823822, 3.385347], [-5.322891, 0.416086, 1.959819], [-4.863400, -0.961879, 1.928371], [-3.703115, -1.319443, 2.661945], [-6.134089, -1.891384, 2.399791], [-7.408530, -1.411957, 2.114354], [-8.313467, -2.578189, 2.133436], [-4.626326, -1.487651, 0.217460], [-7.563321, -0.940313, 1.108153], [-7.698825, -0.626348, 2.780995], [-9.341423, -2.169870, 1.967452], [-8.362560, -3.071002, 3.079302], [-8.051072, -3.202087, 1.272003], [-5.511607, -1.110576, -0.302800], [-4.611294, -2.572937, 0.182566], [-3.690685, -1.225630, -0.288310], [3.631083, -4.355717, -3.201945], [3.017671, -4.904093, -1.999542], [2.884908, -6.284672, -1.816188], [3.833313, -4.265781, -0.744707], [4.262171, -2.861271, -0.874946], [5.735361, -2.861972, -0.910246], [1.410508, -4.185125, -1.856592], [3.833762, -2.285061, -0.074349], [3.975746, -2.471217, -1.847238], [6.219100, -1.914112, -0.693845], [6.099508, -3.238155, -1.851719], [6.105578, -3.586074, -0.195995], [1.075247, -4.086904, -0.840205], [0.766754, -4.772580, -2.503533], [1.503801, -3.142697, -2.232508], [2.153238, -4.136048, 1.926125], [2.840051, -4.696565, 3.108442], [2.575223, -4.149181, 4.393381], [2.508293, -6.307918, 3.186113], [2.431695, -7.041120, 1.936347], [0.942048, -7.169453, 1.669272], [4.516297, -4.672373, 2.553033], [2.836955, -8.054394, 2.061745], [2.984993, -6.519997, 1.188257], [0.769583, -7.883989, 0.830574], [0.464993, -6.195268, 1.425498], [0.476738, -7.597878, 2.570997], [5.170430, -5.184019, 3.240583], [4.851661, -3.658794, 2.577628], [4.533797, -5.214041, 1.617785], [0.657075, -1.198356, -1.636762], [-0.046380, 0.039866, -1.421066], [-1.475099, 0.089274, -1.628774], [0.143833, 0.595023, 0.041856], [1.342403, 0.526092, 0.864492], [1.413663, -0.770158, 1.638125], [0.780106, 1.222842, -2.476977], [1.233226, 1.448296, 1.417569], [2.219592, 0.698239, 0.227089], [1.593251, -1.639104, 1.016787], [0.461709, -1.012510, 2.121377], [2.189165, -0.733627, 2.412545], [0.357381, 1.233722, -3.466413], [1.831795, 0.915969, -2.452086], [0.674994, 2.249799, -2.088133], [-1.889266, 1.711056, 2.588859], [-2.524644, 2.078804, 1.246341], [-2.205592, 3.461825, 0.687873], [-0.816528, 3.755828, 0.650476], [0.330628, 4.110993, 0.666740], [-2.285620, 2.283333, 3.443726], [-0.818837, 1.909876, 2.575894], [-1.990053, 0.669583, 2.934851], [-3.622879, 2.035308, 1.323835], [-2.204824, 1.400713, 0.433735], [-2.671731, 4.312225, 1.176670], [-2.691616, 3.521785, -0.272244], [-5.722023, 0.997971, -5.536375], [-5.835675, 1.355644, -4.056161], [-4.551944, 1.072868, -3.220374], [-4.320301, -0.350177, -2.995146], [-4.031917, -1.441857, -2.746161], [-6.522138, 1.545734, -6.024600], [-5.779636, -0.109487, -5.737228], [-4.793188, 1.436197, -5.955598], [-6.734688, 0.912277, -3.595767], [-6.002639, 2.431317, -4.015609], [-4.618819, 1.480476, -2.231746], [-3.628902, 1.482772, -3.653486], [-1.805592, -4.243167, -4.284920], [-2.016379, -2.842209, -4.856240], [-1.155538, -1.769770, -4.181392], [-1.261772, -0.439615, -4.845670], [-1.470682, 0.577330, -5.298548], [-1.933498, -4.233074, -3.204478], [-0.804546, -4.663163, -4.474763], [-2.575700, -4.878377, -4.718911], [-3.088146, -2.520674, -4.746863], [-1.705235, -2.858219, -5.905777], [-0.093361, -2.110412, -4.204086], [-1.397461, -1.523753, -3.154652]], "forces_ev_per_a": [[-0.469, 0.192, 0.643], [-0.108, -0.084, 0.437], [-0.150, 0.232, -0.893], [0.612, -0.199, -0.855], [0.415, -1.238, 0.292], [0.302, 1.077, -1.510], [-0.709, -0.507, 0.215], [-0.214, 0.056, -0.443], [0.240, 0.793, 0.017], [0.015, -0.828, 0.323], [-0.789, 0.120, 0.878], [0.267, -0.351, 0.406], [0.201, 0.323, 0.268], [0.271, 0.191, 0.345], [0.045, 0.192, -0.016], [0.256, -0.823, -0.172], [-0.941, 1.019, 2.058], [-0.163, -0.137, -2.255], [0.670, -0.734, 1.014], [-0.637, 1.649, -0.500], [0.229, 0.599, -0.036], [-0.387, -0.789, -0.231], [0.103, -0.584, 0.454], [0.431, -0.020, -0.361], [-0.162, 0.144, 0.070], [-0.445, -0.555, 0.080], [0.047, -0.365, -0.014], [-0.011, 0.189, -0.365], [0.837, 0.495, 0.477], [0.091, -0.228, -0.210], [-1.773, 0.154, -0.481], [0.982, -1.656, 1.288], [0.171, 1.319, -0.418], [-0.632, 1.409, 0.941], [1.855, -0.216, -0.709], [0.042, -0.023, -1.500], [1.139, -0.126, -1.692], [0.335, -0.208, 0.009], [-0.645, -0.298, 0.755], [-0.625, 0.516, 0.926], [-0.256, 0.005, -0.025], [-0.084, -0.755, 0.394], [-0.340, -0.157, -0.138], [0.003, -0.217, 0.450], [-0.233, 0.252, 0.205], [0.790, 0.079, -0.014], [-1.898, 0.549, 0.891], [0.444, -0.929, 0.463], [0.577, 0.092, -1.344], [1.006, 0.600, 0.224], [-0.467, -0.010, -1.040], [-0.105, 1.134, -0.053], [0.365, -0.482, 0.443], [-0.503, 0.040, 0.461], [-0.027, 0.131, 0.043], [0.061, -0.142, -0.237], [-0.456, -0.467, -0.062], [0.625, -0.724, -0.022], [-0.137, -0.158, 0.062], [-0.180, 0.245, 0.053], [0.806, 0.423, 0.227], [-0.061, -0.956, 0.907], [-0.927, 1.142, -1.008], [-0.238, 0.003, 0.253], [0.298, -0.733, 0.269], [-0.754, -0.307, -0.379], [1.907, -0.260, -1.958], [-0.466, 0.387, -0.330], [-0.100, 0.443, 0.950], [0.959, -0.404, 0.494], [-0.039, 0.164, 0.064], [-0.336, 0.234, -0.446], [-0.550, 0.003, -0.001], [-0.285, -0.145, 0.082], [-0.096, -0.033, 0.796], [0.310, -1.276, -0.107], [-1.025, 1.226, -1.167], [0.060, -0.624, 0.777], [3.120, 0.403, -0.343], [-1.527, 1.131, -1.364], [-1.816, 0.458, -0.897], [-0.650, -0.266, 0.294], [0.923, -0.358, 0.496], [0.007, 0.337, 0.810], [0.614, -0.442, -0.060], [0.326, -0.669, 0.474], [-0.205, -0.369, 0.527], [0.338, -0.117, -0.172], [-0.355, -0.187, 0.252], [-0.187, 0.768, 0.628], [-0.563, -0.828, 0.993], [0.745, 3.528, -0.848], [0.392, -1.989, 0.679], [-0.763, -0.246, -0.730], [-0.242, -0.390, -0.938], [1.440, -0.547, 0.576], [0.568, 1.420, -0.728], [-0.300, -0.018, 0.434], [-0.771, 0.029, 0.073], [-0.247, 0.268, 0.010], [0.016, 0.027, -0.565], [0.185, -0.042, 0.499], [-0.110, -0.502, 0.524], [-0.166, -0.017, 0.113], [-0.151, -0.814, 0.081], [0.498, -0.741, 1.875], [-1.645, -0.823, -3.045], [0.431, -0.261, 0.091], [1.118, 1.738, 0.655], [-1.423, -0.298, 0.435], [-0.328, -0.337, -0.894], [0.219, -0.872, 1.300], [0.260, 0.498, 0.398], [0.229, 0.275, -0.766], [0.063, 0.522, 0.464], [0.393, -0.668, 0.263], [0.025, 0.279, -0.349], [0.019, -0.404, 0.469], [-0.009, 0.788, -0.660], [0.053, 0.493, -0.401], [-0.212, 0.225, 0.503], [-0.206, 0.518, -0.141], [0.782, 0.043, 0.191], [-0.646, -0.366, -0.718], [0.586, -0.010, -0.824], [-0.357, -0.042, 0.424], [0.297, 0.698, 1.102], [0.102, -0.055, 0.634], [-0.116, -0.254, 0.092], [0.338, 0.014, -0.357], [0.046, 0.408, 0.137], [-0.093, 0.064, -0.241], [-0.150, -0.540, -0.359], [-0.224, 0.194, -0.251], [-0.066, -0.525, 0.132], [0.186, 0.078, 0.686], [-0.566, -0.578, 0.060], [-1.235, 0.027, 0.347], [6.414, 2.231, -0.365], [-5.124, -1.882, -0.017], [-0.055, 0.160, -0.471], [0.199, 0.067, -0.081], [-0.235, 0.192, -0.724], [0.403, -0.211, -0.056], [-0.234, -0.066, 0.642], [-0.119, -0.023, 0.778], [0.434, -0.013, -0.832], [0.383, -0.342, 0.035], [0.500, 0.212, 0.261], [-0.429, -0.446, -0.610], [0.672, -0.988, 0.115], [-0.544, 0.773, -0.348], [-0.313, -0.404, -0.380], [0.100, 1.210, 0.090], [-0.279, -0.583, 0.233], [0.479, -0.069, -0.089], [0.059, 0.153, 0.169], [-0.214, 0.516, 0.637], [-0.348, -0.011, -0.201], [-0.024, 0.321, 0.181], [-0.425, 0.535, 0.068], [1.107, 0.349, -0.557], [0.101, -2.866, 1.060], [-0.183, 2.156, -0.896], [-0.166, -0.048, 0.160], [-0.349, 0.231, -0.207], [0.186, -0.301, 0.081], [0.995, -0.509, -0.359], [-0.443, 0.066, -0.034], [-0.581, 0.438, 0.039], [-0.305, -0.577, 0.198]], "relative_energy_kj_mol": 0.0, "e_tot_ha": -7321.05374, "gap_ev": 11.0, "molar_mass_da": 1324.8, "smiles": "CCOS(C)(=O)=O.CCOS(C)(=O)=O.CCOS(C)(=O)=O.CCOS(C)(=O)=O.CCOS(C)(=O)=O.CCOS(C)(=O)=O.CCOS(C)(=O)=O.CCOS(C)(=O)=O.CCOS(C)(=O)=O.CCCC#N.CCCC#N.CCCC#N"}